Record 1
Formula: C5H33NO10S
Source: the OMol25 dataset
Level of theory: the ωB97M-V functional and the def2-TZVPD basis

Computed properties:
- Energy relative to the best compared isomer or geometry (same formula, charge and spin): 309.4 kJ/mol
- SMILES: CSCC[C@@H](C)N.O.O.O.O.O.O.O.O.O.O
- Calculated total energy: -1415.50631 Eh

Structure (ORCA input):
```
! RIJCOSX wB97M-V def2-TZVPD def2/J DEFGRID3
* xyz 0 1
S 0.0676 2.7524 -0.2234
O -3.6721 0.2884 1.6220
O -2.0276 -1.3207 -1.1290
O -2.7762 3.4283 2.7326
O -3.8942 1.0850 -0.7121
O -1.1167 -0.6577 -3.7106
O -1.6167 1.0500 3.3457
O -1.4071 -3.9416 -1.7222
O 2.9507 -1.1107 -1.6162
O 1.3301 -2.9769 -2.4167
O 0.7362 -3.6040 0.5987
N 3.5755 0.0430 1.2219
C 2.1715 0.4599 1.4446
C 1.2889 0.3608 0.2298
C 1.5511 -0.2258 2.7841
C 0.2998 4.1837 -1.4331
C 1.4834 1.5938 -0.6832
H 3.6577 -0.3905 0.2632
H 2.3316 -0.1405 3.5347
H -1.1784 -1.6173 -3.4212
H 0.1390 3.7865 -2.4273
H -1.8993 1.9466 3.4500
H 2.3383 1.5941 1.9219
H 0.5535 -4.4070 1.1152
H -3.3662 -0.6028 1.3574
H -0.3624 -0.4832 -3.0963
H -4.7557 1.0085 -0.9880
H -3.4359 3.0273 2.1773
H 1.4125 -3.5611 -1.6573
H -2.3431 -0.5196 -1.5929
H 2.5017 1.8580 -0.5347
H 1.2587 -1.1422 2.3626
H 3.8452 -0.7813 -1.8261
H 1.3051 1.2438 -1.8053
H -1.0183 -4.0875 -0.8409
H 1.3286 4.5453 -1.4774
H -0.7283 0.9585 2.9821
H -2.9881 0.6981 2.0402
H -1.0994 -1.3208 -1.4303
H 0.5904 0.3380 3.2244
H -1.9895 -3.2162 -1.6368
H -3.6919 1.1117 0.2371
H 2.8058 -2.0359 -2.0736
H 1.6010 -0.4586 -0.4908
H -2.0123 3.8568 2.1698
H 0.2196 0.0575 0.4640
H 1.6644 -3.3273 0.4867
H 1.1691 -3.5460 -3.2453
H -0.5747 4.9448 -1.2930
H 3.7769 -0.7454 1.7178
*
```



Record 2
Formula: C8H17N2
Source: the OMol25 dataset
Level of theory: the ωB97M-V functional and the def2-TZVPD basis

Computed properties:
- Energy relative to the best compared isomer or geometry (same formula, charge and spin): 581.9 kJ/mol
- Calculated total energy: -424.09320 Eh

Structure (ORCA input):
```
! RIJCOSX wB97M-V def2-TZVPD def2/J DEFGRID3
* xyz 1 1
N -0.0868 -0.5013 -0.5875
N 1.4501 1.7655 -0.3668
C -1.1958 -1.6116 1.5557
C 2.1537 0.4333 -0.1723
C 2.3713 2.9162 -0.3778
C -2.3642 0.0843 0.1575
C -1.6325 -2.0363 -1.0369
C 0.1948 1.6842 -0.2142
C -1.3148 -0.9969 0.0501
C 1.1826 -0.7546 -0.0204
H 2.7914 0.3519 -1.0474
H 2.2486 3.4137 -1.4257
H -2.5478 -2.5314 -0.7650
H -1.8329 -1.6447 -2.0212
H -3.1515 -0.3752 0.7847
H 1.9323 3.5917 0.3477
H -0.6353 -1.0263 2.3322
H -0.7102 -2.5474 1.3894
H 2.6990 0.5570 0.7582
H 3.3813 2.6780 -0.1018
H -2.0541 -1.9777 1.9650
H 1.1367 -0.9352 1.0159
H -0.4224 2.5394 -0.2689
H -0.7112 -2.6783 -1.1017
H 1.6054 -1.7632 -0.5954
H -2.5206 0.3900 -0.8906
H -1.9673 0.9750 0.6370
*
```



Record 3
Formula: C7H14N2O
Source: the OMol25 dataset
Level of theory: the ωB97M-V functional and the def2-TZVPD basis

Computed properties:
- Energy relative to the best compared isomer or geometry (same formula, charge and spin): 108.3 kJ/mol
- SMILES: C=CC(=C)C.CNC(N)=O
- Calculated total energy: -459.83759 Eh

Structure (ORCA input):
```
! RIJCOSX wB97M-V def2-TZVPD def2/J DEFGRID3
* xyz 0 1
O -1.6965 -1.4855 -0.6676
N -0.8442 -1.7666 1.4330
N -1.4725 0.3495 0.6734
C 1.4377 -0.2623 -0.3059
C -1.3454 -1.0136 0.3924
C 0.5741 0.9750 -0.6899
C 2.1116 -0.3245 0.8413
C -2.5361 1.1207 0.0527
C 1.5476 -1.3173 -1.3624
C 0.9022 2.2395 -0.4016
H 1.5225 2.4965 0.4429
H -2.1757 2.1271 -0.1663
H -0.2146 -1.3220 2.0823
H 2.0969 0.4812 1.5606
H 2.7399 -1.1665 1.0923
H 2.1924 -2.1360 -1.0461
H 0.5686 3.0584 -1.0192
H -2.7927 0.6184 -0.8781
H 0.0162 0.7743 -1.5964
H 1.9386 -0.8872 -2.2853
H 0.5607 -1.7213 -1.5934
H -3.4110 1.1894 0.7029
H -1.1917 0.6533 1.5937
H -0.5284 -2.6803 1.1449
*
```



- calculated total energy of number 1 (C5H33NO10S)?
  -1415.50631 Eh